[1]
The following is a quantum chemistry calculation of a cluster of 2 separate species, C9H14O in total in a non-equilibrium geometry, from OMol25.

The geometry in XYZ format:
```
24
Properties=species:S:1:pos:R:3:forces:R:3:mulliken_charge:R:1
C -2.1095 2.6266 0.9746 -2.8 4.3 1.8 -1.28
C -0.9997 1.9333 0.4614 3.6 -2.2 -2.1 0.54
C -0.5033 2.2307 -0.8197 -0.2 2.6 -3.0 -0.23
C 0.4046 1.4982 -1.5902 1.3 -2.6 2.7 -0.96
C 0.8973 0.3517 -0.8898 -0.7 1.8 0.0 0.99
O 1.8084 -0.4543 -1.4078 2.2 -1.6 -3.1 -0.53
C 0.5702 0.0627 0.4591 0.5 0.8 -3.0 -0.98
C -0.3501 0.8230 1.0763 -2.1 0.5 1.8 -0.08
H -2.1419 2.8193 2.0622 0.7 -0.2 -0.2 0.35
H -3.0407 2.1035 0.8706 -0.6 -0.4 -0.6 0.27
H -2.2622 3.7140 0.5397 0.4 -2.3 0.5 0.29
H -0.7570 3.1694 -1.4855 -0.4 -1.5 2.1 0.11
H 0.9659 1.7103 -2.5220 -1.1 0.4 0.5 0.24
H 2.0344 -0.3612 -2.4071 -1.0 0.2 2.7 0.33
H 1.0655 -0.7541 0.8898 0.4 -1.0 0.7 0.65
H -0.6431 0.4190 2.0831 0.0 1.0 -0.8 0.26
C -0.4470 -3.2589 0.4416 2.2 2.9 2.4 -0.74
C 0.7464 -4.0675 1.0587 0.2 -2.7 -3.0 -0.87
H -0.1656 -2.7910 -0.5057 0.0 0.2 0.4 0.16
H -1.1415 -3.9445 0.2504 -3.1 -2.7 -1.0 0.45
H -0.9777 -2.4933 1.1455 1.3 -1.2 -1.2 0.16
H 0.5421 -5.2310 1.0410 -0.1 2.3 0.6 0.28
H 1.2210 -3.8064 1.9599 0.0 0.6 1.3 0.32
H 1.5795 -4.1193 0.3089 -0.5 0.6 0.5 0.25
```
Forces are in eV/Å.

Values from the calculation:
F_max ... 5.5 eV/Å
Net charge ... 0
Frontier orbital gap ... 0.318 Eh
SMILES string ... Cc1ccc(O)cc1.CC
Energy ... -426.49173 a.u.

[2]
The following is a quantum chemistry calculation of a structure of composition C24H50Cl10F6NO11S2V in a non-equilibrium geometry, from OMol25.

The geometry in XYZ format:
```
105
Properties=species:S:1:pos:R:3:forces:R:3:mulliken_spin:R:1
O 10.5116 27.8989 -8.2495 4.2 -0.2 1.5 -0.37
V 11.9010 27.7984 -7.4486 -4.1 -1.0 0.4 1.37
C 8.7376 30.0544 -6.1915 -0.9 1.2 0.5 0.00
F 9.5027 31.1281 -5.9853 -0.5 -0.6 -0.1 0.00
F 7.4706 30.2976 -5.7076 2.3 -0.7 -0.6 0.00
F 8.6766 29.8290 -7.5034 0.0 -0.3 1.1 0.00
S 9.4746 28.5109 -5.2306 -3.5 -1.6 -1.0 0.00
O 9.0216 28.5178 -3.8498 1.6 0.7 -1.7 0.00
O 8.9753 27.3932 -5.9856 0.8 0.3 -0.2 0.00
N 11.2039 28.5794 -5.6703 -2.0 0.5 1.7 -0.03
S 11.8026 29.4032 -4.4062 3.3 4.2 2.6 0.04
O 13.1128 29.9803 -4.7342 -1.5 -1.6 -0.4 0.00
O 10.9110 30.3941 -3.7653 1.2 -2.8 -1.7 0.00
C 12.2314 28.1050 -3.0265 -2.0 0.2 0.2 0.00
F 13.3364 27.4343 -3.2679 0.3 0.5 0.0 0.00
F 12.3061 28.7497 -1.8293 0.0 -1.0 -1.7 0.00
F 11.2100 27.1921 -3.0155 1.1 0.8 0.4 0.00
C 11.5521 25.3953 0.4161 0.3 -0.3 -0.1 0.00
O 12.8897 24.9948 0.6788 1.2 0.1 -0.3 0.11
C 13.9067 25.9937 0.4739 -1.4 -1.3 0.7 0.00
C 15.2452 25.3549 0.7714 -1.0 -0.1 0.5 0.03
O 15.2420 24.8900 2.1054 0.7 0.5 -0.2 0.53
C 16.4420 24.2348 2.4836 0.0 -0.2 1.3 0.00
H 10.9712 24.5479 0.7802 -0.3 0.3 -0.2 0.00
H 11.4360 25.5555 -0.6558 -0.3 -0.1 -0.2 0.01
H 11.2660 26.3190 0.9192 0.1 0.0 0.3 0.00
H 13.6702 26.7463 1.2261 0.5 0.6 -0.1 0.01
H 13.8787 26.3842 -0.5434 0.0 0.2 0.0 0.01
H 15.9561 26.1793 0.7148 0.8 0.3 -0.1 0.04
H 15.5988 24.5064 0.1857 -0.2 0.2 -0.7 0.02
H 16.6702 23.3574 1.8785 -0.3 -0.1 -0.2 0.03
H 16.3556 24.0086 3.5463 -0.2 -0.3 -0.2 0.00
H 17.3224 24.8749 2.4262 0.0 0.6 -0.5 0.05
C 10.6427 24.7127 -7.0382 -1.4 0.0 -1.5 0.00
O 11.6981 25.7047 -6.9782 1.2 0.1 0.3 0.00
C 12.6995 25.2198 -6.0671 1.6 0.3 1.5 0.01
C 14.0596 25.8480 -6.3343 -1.4 0.7 0.0 0.00
O 13.8519 27.2838 -6.3309 0.5 0.2 -0.8 -0.01
C 15.1022 28.0109 -6.1074 -0.4 1.7 -0.5 0.00
H 10.2175 24.3516 -6.1018 0.6 0.6 0.4 0.00
H 11.0198 23.8626 -7.6068 0.1 0.1 0.0 0.00
H 9.8314 25.1870 -7.5902 0.1 -0.1 0.0 0.00
H 12.9763 24.1657 -6.0841 -1.1 -0.4 -0.7 0.00
H 12.3346 25.3999 -5.0559 0.0 0.2 0.0 0.00
H 14.3510 25.4950 -7.3235 0.6 0.2 0.0 0.00
H 14.8010 25.6692 -5.5556 -0.2 -0.6 -0.1 0.00
H 15.6338 27.7455 -5.1936 -0.5 -0.4 0.0 0.00
H 14.7888 29.0521 -6.0321 0.0 -0.1 0.4 0.00
H 15.7884 28.0139 -6.9543 -0.2 -0.8 -0.2 0.00
C 18.2897 28.9333 2.0451 0.9 1.4 -0.3 0.00
O 17.2301 29.7875 1.5452 1.0 -1.4 0.1 0.10
C 16.7095 29.3706 0.3151 -0.6 0.0 0.1 0.05
C 15.5895 30.3135 -0.0922 -1.0 -0.3 -0.9 0.00
O 15.3824 30.2408 -1.5328 1.5 -0.8 2.1 0.00
C 14.6568 31.3076 -2.0282 -0.1 0.6 -0.8 0.00
H 19.1620 28.9248 1.3916 -0.2 -0.1 -0.9 0.00
H 18.0738 27.8838 2.2455 -0.8 0.0 0.1 0.00
H 18.7605 29.4318 2.8924 -0.8 -0.1 0.5 0.00
H 16.2545 28.3855 0.4187 -0.4 -0.9 0.5 -0.01
H 17.4232 29.1337 -0.4740 0.6 0.8 -0.1 0.01
H 15.6679 31.2995 0.3657 0.9 0.5 -0.8 0.00
H 14.6510 30.0300 0.3843 -0.2 -0.6 0.1 0.00
H 15.1430 32.2539 -1.7911 -0.2 0.2 0.2 0.00
H 13.6232 31.2753 -1.6837 -0.2 0.3 0.0 0.00
H 14.6821 31.2303 -3.1152 -0.2 -0.1 0.1 0.00
Cl 7.4767 33.2193 -3.4334 -0.1 -0.1 0.2 0.00
C 8.4187 32.0467 -2.4747 -0.1 -0.7 0.1 0.00
C 9.6418 32.7172 -1.8200 -0.4 -0.3 -0.7 0.00
Cl 9.1778 34.0876 -0.7753 0.0 -0.2 0.0 0.00
H 8.5954 31.2126 -3.1537 1.1 0.4 -0.3 0.00
H 7.7873 31.4663 -1.8019 -0.4 1.0 0.7 0.00
H 10.2925 33.1256 -2.5933 -0.1 0.0 0.0 0.00
H 10.2294 32.0258 -1.2160 -0.2 -0.1 0.0 0.00
Cl 4.7553 30.8707 -9.3101 0.1 0.1 0.5 0.00
C 4.0994 30.9588 -7.6444 -0.9 -1.1 1.0 0.00
C 4.6224 29.7566 -6.7320 0.5 1.5 -1.5 0.00
Cl 3.6043 28.3182 -6.8442 0.0 0.0 0.1 0.00
H 3.0194 30.8829 -7.7713 0.1 -0.3 0.0 0.00
H 4.2118 31.9449 -7.1939 0.8 -0.1 -0.2 0.00
H 4.8178 30.0155 -5.6914 -0.5 0.1 -0.1 0.00
H 5.5914 29.5326 -7.1781 -0.1 -0.4 0.2 0.00
Cl 5.5523 25.5135 -1.4554 0.0 0.1 0.4 0.00
C 6.9055 26.0900 -0.4315 0.3 -0.4 -0.6 0.00
C 8.0385 26.4764 -1.3513 0.1 0.4 -0.3 0.00
Cl 8.8104 25.1389 -2.2283 0.0 -0.7 -0.2 0.00
H 7.1717 25.2658 0.2302 -0.1 0.3 0.1 0.00
H 6.6230 27.0021 0.0942 -0.3 -0.3 0.2 0.00
H 8.8895 26.9447 -0.8567 -0.4 0.3 0.2 0.00
H 7.6096 27.1098 -2.1278 0.4 0.2 0.1 0.00
Cl 13.0381 33.5432 -3.6620 -0.1 0.2 0.5 0.00
C 12.8156 33.2208 -5.3916 -0.3 0.8 -0.2 0.00
C 11.9198 34.3469 -5.9789 0.5 -0.3 0.5 0.00
Cl 11.7777 34.1928 -7.7257 -0.1 -0.4 -0.7 0.00
H 12.4039 32.2122 -5.4291 -0.1 0.3 -0.4 0.00
H 13.8213 33.2457 -5.8110 -0.2 0.0 -0.3 0.00
H 12.3580 35.3371 -5.8536 0.1 -0.3 0.5 0.00
H 10.9156 34.3480 -5.5550 0.1 -0.1 0.1 0.00
Cl 13.8666 24.5393 -2.9091 0.1 -0.2 -0.1 0.00
C 13.3397 22.9747 -2.2058 -1.1 -0.3 0.0 0.00
C 11.8495 22.6897 -2.5288 0.9 0.4 1.4 0.00
Cl 11.6130 22.3697 -4.2206 -0.1 -0.1 -0.9 0.00
H 13.5052 23.1241 -1.1388 -0.3 -0.3 0.0 0.00
H 13.9318 22.1409 -2.5830 0.3 0.4 -0.1 0.00
H 11.2090 23.5162 -2.2206 0.1 0.0 -0.1 0.00
H 11.5335 21.8036 -1.9783 0.1 0.0 0.0 0.00
```
Forces are in eV/Å.

Values from the calculation:
F_max ... 5.9 eV/Å
Net charge ... +2
Frontier orbital gap (spin up / spin down) ... 0.184 / 0.082 Eh
Energy ... -8767.44305 a.u.
Spin multiplicity ... 3
Expectation value of S² ... 2.077

[3]
The following is a quantum chemistry calculation of a cluster of 9 separate species, C18H33Br8FN4O8 in total in a non-equilibrium geometry, from OMol25.

The geometry in XYZ format:
```
72
Properties=species:S:1:pos:R:3:forces:R:3:mulliken_charge:R:1
C -22.1997 -5.1364 16.0318 0.9 1.3 0.9 -0.67
N -22.8149 -5.1495 14.7014 -1.0 -0.6 -0.4 0.91
O -23.8613 -4.5519 14.5355 0.2 0.1 0.1 -0.55
O -22.2383 -5.7872 13.8418 0.1 0.2 0.3 -0.53
H -21.3522 -4.4572 15.8906 0.4 -0.7 0.1 0.25
H -21.9282 -6.1297 16.3669 0.2 -0.1 -0.4 0.24
H -22.7555 -4.6144 16.8082 -0.8 -0.3 -0.5 0.36
C -16.4501 -7.6623 20.8692 -0.2 0.9 -0.4 -0.55
N -16.1244 -8.2287 22.2147 -1.3 0.5 0.2 1.04
O -16.4657 -9.3806 22.3728 0.5 -0.4 -0.1 -0.59
O -15.7474 -7.4923 23.1001 0.6 0.1 -0.2 -0.55
H -16.5204 -6.5745 20.8335 0.6 -0.2 0.7 0.07
H -17.4732 -7.9662 20.6749 0.3 -0.6 -0.3 0.12
H -15.7149 -7.9570 20.1294 -0.2 -0.6 0.0 0.39
C -14.1129 0.1598 18.9894 0.4 1.7 -0.7 -0.89
N -14.8001 -0.9933 19.5691 0.8 -0.5 0.7 0.88
O -15.3789 -1.7461 18.8124 -0.3 0.1 -0.1 -0.44
O -14.6660 -1.1727 20.7644 -0.4 0.1 -0.1 -0.50
H -13.2324 0.4948 19.5339 0.1 -0.9 0.3 0.33
H -14.7162 1.0699 19.0480 -0.6 -0.5 -0.1 0.30
H -13.8779 -0.0527 17.9526 -0.1 -0.1 0.0 0.33
C -18.2892 -3.8016 18.2936 -0.6 0.0 0.3 -0.25
N -18.3917 -5.1793 17.7333 1.1 0.5 -0.2 0.73
O -18.8786 -5.3196 16.6298 -0.3 -0.2 0.3 -0.57
O -17.8534 -6.0570 18.3845 -0.4 -0.1 -0.1 -0.02
H -18.5740 -3.0711 17.5476 0.2 -0.1 -0.2 0.19
H -17.2829 -3.6837 18.6802 0.0 0.1 -0.1 -0.10
H -19.0032 -3.7361 19.1168 0.1 -0.1 0.0 0.17
F -17.8292 -5.3385 21.7398 -0.1 0.1 0.4 -0.20
C -18.3614 -4.1079 21.6821 -1.0 1.0 -0.2 0.28
C -17.5403 -2.9995 21.5830 0.2 -0.6 -0.1 -0.42
C -18.1190 -1.7508 21.3788 0.1 -0.2 0.5 -0.57
C -19.4971 -1.6055 21.3918 0.2 -0.1 -0.4 -0.75
C -20.3204 -2.7310 21.4914 0.1 0.5 0.4 -0.47
C -19.7593 -3.9834 21.6576 0.9 -0.6 0.2 -0.30
H -16.4703 -3.1550 21.6599 0.0 0.2 -0.2 0.56
H -17.4870 -0.8800 21.2605 0.1 0.0 0.1 0.49
H -19.8700 -0.5957 21.2942 -0.4 -0.1 0.0 0.56
H -21.3941 -2.6014 21.5105 0.0 -0.1 0.0 0.45
H -20.3223 -4.8893 21.8477 -0.2 0.2 -0.3 0.30
Br -18.9655 -0.2706 18.3983 0.1 0.2 0.0 -0.04
C -19.7827 0.8753 17.0623 -0.2 -0.7 -1.1 -0.58
C -21.0177 1.5015 17.6485 0.2 0.8 0.4 -0.66
Br -21.8802 2.7629 16.4135 0.3 -0.4 0.1 -0.17
H -19.9827 0.2104 16.2218 -0.4 0.0 0.2 0.35
H -19.0526 1.5640 16.6454 0.0 0.3 0.6 0.40
H -20.7178 2.0949 18.5108 -0.1 0.1 0.0 0.34
H -21.7896 0.8177 17.9820 0.1 -0.3 -0.3 0.39
Br -15.5789 -10.1099 14.9006 -0.2 0.7 -0.2 -0.17
C -16.4726 -8.4436 14.3267 -0.3 -0.1 -0.1 -0.66
C -17.4654 -7.9375 15.3592 0.5 -0.3 -0.6 -0.13
Br -19.0039 -9.1268 15.6318 0.6 0.2 0.0 -0.12
H -16.8954 -8.6305 13.3441 -0.1 -0.2 0.1 0.44
H -15.7228 -7.6617 14.2078 0.2 -0.2 0.1 0.37
H -17.8978 -6.9987 15.0300 0.0 0.1 0.0 0.31
H -16.8569 -7.7727 16.2454 -0.7 -0.2 0.5 -0.01
Br -20.0743 -10.1471 19.3880 0.0 0.4 0.0 -0.11
C -19.9630 -8.2244 18.9917 0.6 -0.6 0.1 0.63
C -21.1362 -7.4806 19.5413 -1.1 0.6 -0.9 -0.53
Br -21.1994 -7.4102 21.4818 -0.1 -0.2 -0.4 -0.16
H -19.8388 -8.2086 17.9118 -0.5 0.3 0.0 -0.22
H -19.0058 -7.8842 19.3734 -0.2 0.0 0.3 -0.37
H -22.0869 -7.8392 19.1324 0.1 -0.8 0.6 0.50
H -21.2555 -6.4625 19.1492 1.0 0.2 0.4 0.23
Br -14.6358 -5.9115 16.8949 0.1 0.3 0.5 -0.14
C -14.4361 -4.9863 18.6338 0.8 -0.2 0.0 0.00
C -13.5610 -5.7944 19.5723 -0.1 -0.3 0.0 -0.56
Br -13.1596 -4.7029 21.1471 -0.2 -0.2 -0.2 -0.15
H -15.4369 -4.8182 19.0115 0.0 0.0 0.1 -0.25
H -13.8913 -4.0606 18.4743 -0.5 0.2 -0.4 0.34
H -12.5952 -6.0515 19.1495 0.0 0.2 -0.2 0.49
H -14.0206 -6.7210 19.8977 -0.1 0.1 0.2 0.19
```
Forces are in eV/Å.

Values from the calculation:
F_max ... 1.8 eV/Å
Net charge ... 0
Frontier orbital gap ... 0.336 Eh
SMILES string ... C[N+](=O)[O-].C[N+](=O)[O-].C[N+](=O)[O-].C[N+](=O)[O-].Fc1ccccc1.BrCCBr.BrCCBr.BrCCBr.BrCCBr
Energy ... -22218.18527 a.u.